# 1
C29H45O22 | ωB97M-V/def2-TZVPD

LUMO = 2.2141 eV
ΔE to the lowest compared entry with this formula, charge and spin = 0.000 eV
Kohn-Sham gap = 6.8 eV
charge = -1

Positions of all 96 atoms, in Å:
1 C -0.21280 0.55119 -0.10337
2 O -1.08565 1.43705 0.45508
3 H 0.25243 -0.13910 0.64741
4 H -0.71931 -0.01547 -0.91799
5 H 0.70549 1.03849 -0.53477
6 C 2.93391 -5.23471 0.70429
7 C 2.31334 -4.08887 1.47243
8 C 0.87881 -3.72353 1.01582
9 O 0.05667 -4.01757 2.12920
10 C 0.78716 -4.53412 3.14048
11 O 0.33466 -4.92834 4.16377
12 O 2.09716 -4.52831 2.82751
13 H 2.37381 -6.14747 0.91816
14 H 3.97176 -5.36939 1.00746
15 H 2.93047 -5.06972 -0.37225
16 H 2.95339 -3.20959 1.45562
17 H 0.59322 -4.30144 0.13537
18 H 0.77762 -2.66578 0.76880
19 C 1.62114 2.99891 2.01239
20 C 1.74649 3.09989 3.50842
21 C 0.57969 3.83207 4.19496
22 O 0.23131 2.98396 5.28978
23 C 0.87833 1.80421 5.18005
24 O 0.71815 0.85846 5.87889
25 O 1.65630 1.78598 4.07399
26 H 0.66865 2.54941 1.70514
27 H 2.42285 2.40437 1.57223
28 H 1.67721 3.98190 1.53326
29 H 2.69946 3.54809 3.80161
30 H -0.28948 3.89400 3.54020
31 H 0.90125 4.81827 4.52066
32 C 2.69842 2.45200 -2.78073
33 C 4.08114 2.84049 -3.27681
34 C 4.83629 3.74378 -2.30756
35 O 5.70998 2.85375 -1.62108
36 C 5.79519 1.68439 -2.30579
37 O 6.53052 0.79369 -2.03128
38 O 4.94113 1.69469 -3.35420
39 H 2.27612 1.71534 -3.45730
40 H 2.07827 3.34803 -2.75928
41 H 2.70665 2.04056 -1.76869
42 H 3.97660 3.26990 -4.27176
43 H 4.17454 4.22769 -1.58926
44 H 5.41209 4.53229 -2.79897
45 C -3.48847 1.35707 -3.51080
46 C -2.55303 2.52781 -3.52831
47 C -1.26311 2.37019 -2.73112
48 O -0.28440 2.99907 -3.58240
49 C -0.77968 3.12150 -4.82888
50 O -0.15456 3.51771 -5.76280
51 O -2.06321 2.72146 -4.87530
52 H -4.31923 1.55818 -4.18897
53 H -3.85908 1.17843 -2.50317
54 H -3.00109 0.46205 -3.89841
55 H -3.11526 3.41927 -3.23881
56 H -0.94727 1.33775 -2.58969
57 H -1.36247 2.84835 -1.75883
58 C -5.67337 -1.63130 0.37359
59 C -4.38730 -1.14326 -0.25193
60 C -3.13086 -1.94549 0.11422
61 O -2.49532 -2.15512 -1.13854
62 C -3.31719 -1.81843 -2.15779
63 O -3.04322 -1.98403 -3.30443
64 O -4.47364 -1.33321 -1.68348
65 H -6.54044 -1.24611 -0.16429
66 H -5.76787 -1.24357 1.39159
67 H -5.73873 -2.71868 0.40579
68 H -4.26529 -0.07651 -0.05740
69 H -3.38334 -2.86834 0.63516
70 H -2.49414 -1.30173 0.72294
71 C -1.24804 -0.85199 3.44499
72 C -2.10355 0.18021 4.10701
73 C -3.32717 0.65441 3.32813
74 O -4.36535 0.72534 4.31029
75 C -3.98453 0.04200 5.41984
76 O -4.69431 -0.10660 6.36810
77 O -2.74816 -0.43404 5.27010
78 H -0.68839 -1.47917 4.13375
79 H -0.52638 -0.35854 2.78740
80 H -1.88044 -1.46884 2.80682
81 H -1.57486 1.03466 4.52904
82 H -3.63168 -0.06861 2.56750
83 H -3.19229 1.62577 2.86209
84 C 0.32032 -2.72189 -2.44791
85 C 1.74752 -2.43027 -2.83971
86 C 2.05840 -0.92154 -2.81933
87 O 3.24200 -0.81671 -2.02982
88 C 3.53548 -1.99327 -1.46397
89 O 4.45072 -2.21426 -0.74174
90 O 2.61133 -2.92956 -1.80146
91 H 0.06599 -2.42165 -1.43493
92 H 0.07405 -3.78016 -2.55866
93 H -0.34363 -2.18447 -3.13187
94 H 1.95986 -2.92233 -3.78887
95 H 1.25272 -0.36654 -2.33634
96 H 2.22156 -0.55448 -3.83025


# 2
C22H40F6O32PS7 | ωB97M-V/def2-TZVPD

LUMO = 1.3858 eV
Kohn-Sham gap = 9.7 eV
charge = -1

Positions of all 108 atoms, in Å:
1 P 0.73257 -1.05518 0.32607
2 F 2.27099 -0.60703 0.33437
3 F 1.19468 -1.96211 -0.92821
4 F 1.06456 -2.34195 1.29053
5 F -0.83075 -1.36126 0.01914
6 F 0.35400 -0.19906 1.62262
7 F 0.41941 0.08680 -0.76085
8 O 6.04951 -2.10334 5.25983
9 C 5.23602 -2.97177 5.50339
10 O 5.26337 -4.05958 4.82122
11 C 4.01609 -4.76502 4.91757
12 C 3.23823 -4.12805 6.02642
13 C 3.92425 -2.76720 6.14644
14 H 4.33636 -5.77264 5.18259
15 H 3.53663 -4.76571 3.93869
16 H 3.35720 -4.70288 6.94485
17 H 2.22386 -3.93914 5.67503
18 H 3.98878 -2.59889 7.22143
19 H 3.38075 -1.94967 5.67278
20 O 2.78600 -6.42310 -3.74668
21 C 1.92127 -6.54945 -2.93402
22 O 0.68581 -6.28557 -3.14285
23 C -0.12906 -6.63205 -2.00306
24 C 0.75276 -7.66439 -1.29594
25 C 2.11509 -7.13689 -1.56613
26 H -1.10900 -6.99940 -2.30782
27 H -0.24666 -5.69006 -1.46741
28 H 0.62146 -8.70079 -1.60696
29 H 0.34143 -7.69042 -0.28687
30 H 2.92568 -7.83562 -1.35921
31 H 2.27908 -6.33328 -0.84820
32 C 4.91732 3.80496 1.26660
33 C 3.35489 3.87423 1.37749
34 O 2.98598 5.26067 1.49889
35 S 4.22900 6.24000 1.00054
36 O 4.63009 6.94303 2.18716
37 O 3.93488 6.96142 -0.19134
38 O 5.23524 5.00468 0.64793
39 H 5.34729 3.04733 0.61145
40 H 5.25012 3.87208 2.30237
41 H 2.92416 3.18974 2.10827
42 H 2.81030 3.60884 0.47135
43 C -0.73989 5.70031 5.67377
44 C -0.89674 4.45127 4.66059
45 O -0.17675 3.33465 5.20994
46 S 0.66737 3.67808 6.65359
47 O 2.03503 4.20417 6.30639
48 O 0.49085 2.64973 7.61997
49 O -0.46050 4.94283 6.86600
50 H -1.52760 6.45298 5.64058
51 H 0.15009 6.26961 5.40556
52 H -0.68135 4.85137 3.66982
53 H -1.96563 4.25169 4.58468
54 C 2.77332 -0.72638 -7.41851
55 C 3.26872 -1.94305 -6.66793
56 O 3.90249 -1.57505 -5.48312
57 S 4.11010 0.06521 -5.44552
58 O 5.28875 0.42440 -6.18742
59 O 3.93800 0.64601 -4.12760
60 O 2.78086 0.32226 -6.46023
61 H 1.80656 -1.01114 -7.83371
62 H 3.36906 -0.31100 -8.23132
63 H 3.89722 -2.63603 -7.22727
64 H 2.45772 -2.59712 -6.34768
65 C -0.35742 5.69991 -3.71685
66 C -0.98350 6.72361 -2.67419
67 O -1.55703 7.78859 -3.29367
68 S -1.18276 7.85026 -4.86599
69 O 0.09475 8.50064 -5.05513
70 O -2.36153 8.33112 -5.66788
71 O -0.94558 6.18214 -4.92483
72 H -0.56621 4.64984 -3.51229
73 H 0.72126 5.79742 -3.59416
74 H -0.11182 7.05133 -2.10772
75 H -1.56562 6.30324 -1.85412
76 C -3.26970 -2.52265 5.52997
77 C -2.31314 -2.06729 6.58934
78 O -2.61064 -3.01342 7.60388
79 S -2.85157 -4.50212 6.91834
80 O -4.01916 -5.19741 7.52287
81 O -1.62289 -5.29918 6.56678
82 O -3.34420 -3.86975 5.46565
83 H -2.84071 -2.30744 4.55131
84 H -4.27833 -2.14687 5.70188
85 H -2.67597 -1.09001 6.90774
86 H -1.32973 -1.95588 6.13261
87 C -4.94406 2.90280 -1.55376
88 C -6.19825 2.07817 -2.02134
89 O -6.31090 2.17095 -3.40094
90 S -5.15214 3.18964 -4.02857
91 O -5.60876 4.19400 -4.89864
92 O -3.91569 2.43762 -4.38357
93 O -4.92408 3.86726 -2.55136
94 H -3.99463 2.36800 -1.52801
95 H -5.15167 3.37143 -0.59179
96 H -7.16099 2.36457 -1.59802
97 H -6.11750 0.99991 -1.88371
98 C -4.32532 -2.67772 -3.44635
99 C -3.12679 -2.23450 -4.35277
100 O -3.59781 -2.43166 -5.70965
101 S -5.25929 -2.71989 -5.84366
102 O -5.58932 -4.09230 -6.17590
103 O -5.95565 -1.66156 -6.52032
104 O -5.48177 -2.36800 -4.20437
105 H -4.47217 -2.20530 -2.47508
106 H -4.40741 -3.76462 -3.44925
107 H -2.24963 -2.86154 -4.19303
108 H -2.89169 -1.18070 -4.20335


# 3
C16H19BN6TeW | ωB97M-V/def2-TZVPD

multiplicity = 3
LUMO (spin up / spin down) = -8.7386 / -9.7394 eV
ΔE to the lowest compared entry with this formula, charge and spin = 0.057 eV
expectation value of S² = 2.01
Kohn-Sham gap (spin up / spin down) = 6.4 / 5.6 eV
charge = +2

Positions of all 44 atoms, in Å:
1 H -0.16253 2.18837 1.14621
2 N 0.12986 1.00438 -0.60597
3 B 0.68023 0.30017 -2.97650
4 N 0.58772 1.37242 -1.87628
5 C 0.87391 2.68215 -1.92872
6 W -0.38879 -1.20274 -0.15118
7 H 1.23821 3.15078 -2.82765
8 C 0.59341 3.22414 -0.68568
9 H 0.71792 4.25606 -0.41603
10 C 0.13188 2.16588 0.10872
11 H 1.09853 0.77205 -3.98176
12 C -1.51664 -2.72232 0.50816
13 H -2.34366 -2.37415 1.12761
14 H -0.97035 -3.59152 0.93114
15 H -2.09461 -2.81240 -0.42101
16 N -0.71483 -0.33754 -3.10747
17 N 1.62638 -0.79548 -2.45369
18 N -1.29804 -0.93943 -1.98455
19 N 1.30677 -1.52792 -1.29770
20 C -1.53838 -0.44477 -4.14989
21 C 2.78295 -1.25397 -2.95516
22 H -1.22872 -0.05756 -5.09199
23 H 3.19533 -0.86682 -3.87225
24 C -2.71361 -1.09055 -3.73791
25 C 3.25387 -2.26928 -2.09701
26 C -2.56356 -1.38828 -2.37865
27 C 2.32036 -2.40709 -1.06879
28 H -3.58661 -1.31954 -4.32460
29 H 4.16380 -2.83015 -2.21087
30 H -3.19340 -1.86541 -1.63420
31 H 2.27793 -3.00615 -0.16052
32 H -1.58091 -0.08714 0.55213
33 Te 0.80946 -1.19903 2.16106
34 C 0.24464 0.35773 3.55486
35 C -1.04067 0.90029 3.54315
36 C -1.38361 1.83104 4.53624
37 C -0.46402 2.17463 5.53594
38 C 0.81325 1.59120 5.54973
39 C 1.17534 0.67217 4.55959
40 H -1.75917 0.56530 2.79787
41 H -2.38161 2.27474 4.54109
42 H -0.75036 2.88480 6.31957
43 H 1.51104 1.84811 6.34971
44 H 2.14127 0.17288 4.57326


# 4
Cl4O3P2 | ωB97M-V/def2-TZVPD

LUMO = -0.3480 eV
ΔE to the lowest compared entry with this formula, charge and spin = 0.000 eV
Kohn-Sham gap = 11.3 eV

Positions of all 9 atoms, in Å:
1 O 0.37095 0.70104 -0.22647
2 O -0.39519 1.75551 2.10745
3 O 1.92416 0.02244 -2.08306
4 P 1.02694 -0.44144 -1.04022
5 P -0.77223 0.82407 1.05907
6 Cl -0.69371 -1.38350 -1.57614
7 Cl 2.08072 -1.70533 0.12902
8 Cl -1.17930 -1.10223 1.57163
9 Cl -2.36234 1.32944 0.05871


# 5
C5H9NO | ωB97M-V/def2-TZVPD

LUMO = 1.0723 eV
ΔE to the lowest compared entry with this formula, charge and spin = 4.239 eV
Kohn-Sham gap = 9.8 eV

Positions of all 16 atoms, in Å:
1 C 1.40153 2.02398 -0.04086
2 C 0.35163 1.13407 0.71264
3 N -0.93550 1.08858 0.04847
4 C -0.51834 -0.17360 0.61847
5 C -0.11286 -1.42332 -0.09123
6 C -1.04716 -2.47232 -0.51613
7 O -0.48065 -1.56537 -1.45210
8 H 2.46035 1.91546 0.21786
9 H 1.15375 3.07426 0.21683
10 H 1.32054 1.99060 -1.13583
11 H 0.34625 1.34568 1.76943
12 H -0.76355 1.08750 -0.95130
13 H -1.27299 -0.39137 1.39047
14 H 0.89553 -1.75407 0.16098
15 H -0.67914 -3.49606 -0.61055
16 H -2.11938 -2.38403 -0.33715


# 6
C23H64N3O11 | ωB97M-V/def2-TZVPD

LUMO = 2.2342 eV
ΔE to the lowest compared entry with this formula, charge and spin = 0.000 eV
Kohn-Sham gap = 8.0 eV
charge = -1

Positions of all 101 atoms, in Å:
1 C 0.37422 1.36528 -0.08802
2 O 1.38322 2.25128 -0.29302
3 H -0.62078 1.88428 -0.51402
4 H 0.29822 1.25228 1.04198
5 H 0.62522 0.29428 -0.66702
6 C 2.94022 4.43528 -2.23802
7 O 3.39222 4.09628 -0.91502
8 H 1.74022 4.27028 -2.30602
9 H 3.28822 3.86128 -2.98702
10 H 3.38722 5.39028 -2.42602
11 H 2.92022 3.27328 -0.61902
12 C 2.75122 0.88228 -3.24602
13 O 3.03522 0.67028 -1.81702
14 H 2.35822 -0.14872 -3.59802
15 H 3.52922 1.29528 -3.91702
16 H 2.07722 1.70928 -3.23202
17 H 2.21122 1.13028 -1.23202
18 C -1.27478 4.34928 1.05598
19 O -0.27978 4.26528 0.01198
20 H -0.98878 4.28328 1.94398
21 H -2.08278 3.58328 0.95998
22 H -1.88778 5.34728 1.15198
23 H 0.26022 3.52128 0.02198
24 C 3.82622 1.32728 1.80498
25 O 2.46022 1.36128 2.21898
26 H 4.48022 1.69328 2.60198
27 H 3.99922 1.95528 1.10198
28 H 4.06622 0.36928 1.48698
29 H 1.78622 1.34028 1.34598
30 C -2.53878 2.38828 -2.14702
31 O -3.62278 1.69628 -2.66502
32 C -3.36078 0.31228 -2.86802
33 C -4.75478 -0.33472 -2.89602
34 N -4.52978 -1.74472 -3.19902
35 C -5.87278 -2.32572 -3.36702
36 C -5.88578 -3.80272 -3.62402
37 O -7.22178 -4.34472 -3.79802
38 C -7.34078 -5.68472 -4.01402
39 H -1.72878 2.01128 -2.61302
40 H -2.51178 2.14628 -1.10302
41 H -2.53078 3.55528 -1.98802
42 H -2.73778 -0.15672 -2.05202
43 H -3.02178 0.14128 -3.83802
44 H -5.12378 0.22028 -3.76602
45 H -5.45878 -0.01572 -2.03602
46 H -4.10278 -2.29372 -2.51502
47 H -6.17578 -1.95472 -4.27002
48 H -6.66978 -2.09972 -2.61802
49 H -5.36278 -4.34372 -2.64602
50 H -5.37378 -4.04472 -4.45902
51 H -6.64978 -6.06672 -4.80302
52 H -8.29578 -6.13972 -4.34202
53 H -7.03478 -6.09672 -3.11802
54 C 1.75922 -2.24772 1.55998
55 O 2.09122 -3.07772 0.49898
56 C 2.82022 -2.44372 -0.63802
57 C 4.20822 -2.13972 -0.26602
58 N 4.88122 -1.43572 -1.28302
59 C 6.22422 -0.99372 -0.89802
60 C 6.95422 -0.48872 -2.03702
61 O 8.25122 0.14328 -1.69002
62 C 9.07122 0.73228 -2.58202
63 H 2.54722 -2.04372 2.14298
64 H 1.12922 -2.92272 2.33898
65 H 1.12022 -1.41572 1.39698
66 H 2.04022 -1.60272 -0.92102
67 H 2.95622 -3.20672 -1.51302
68 H 4.88322 -3.04872 0.08898
69 H 4.13622 -1.57972 0.63898
70 H 4.32222 -0.54572 -1.64002
71 H 6.83522 -1.73972 -0.42402
72 H 6.10422 -0.25772 -0.03702
73 H 6.54522 0.14528 -2.73602
74 H 7.42522 -1.18172 -2.93402
75 H 9.94522 0.97228 -1.99102
76 H 8.74722 1.58528 -3.27202
77 H 9.41922 -0.25172 -3.09602
78 C -0.81278 -0.65672 8.74998
79 O -0.85878 0.02428 7.59998
80 C -1.69778 -0.43072 6.65098
81 C -1.21478 0.10128 5.21998
82 N -2.20878 -0.19372 4.25798
83 C -1.96478 0.38828 3.02198
84 C -2.93078 -0.17372 1.96398
85 O -4.19078 0.34328 2.17298
86 C -5.13478 -0.00272 1.16398
87 H -1.87478 -0.77972 9.38898
88 H -0.22278 0.05928 9.37298
89 H -0.26378 -1.70372 8.45298
90 H -2.64678 -0.27772 6.84698
91 H -1.46278 -1.49072 6.52098
92 H -0.28178 -0.29872 4.85098
93 H -0.99678 1.11128 5.43198
94 H -2.96578 0.25928 4.55198
95 H -0.91078 0.35128 2.50798
96 H -2.00478 1.56528 3.01598
97 H -2.92378 -1.24772 1.77698
98 H -2.63778 0.07128 1.01498
99 H -5.97678 0.36128 1.50798
100 H -5.31178 -1.09572 1.16098
101 H -5.07078 0.43028 0.17998


# 7
C13H13Cl9N2 | ωB97M-V/def2-TZVPD

LUMO = 0.3385 eV
ΔE to the lowest compared entry with this formula, charge and spin = 1.353 eV
Kohn-Sham gap = 9.7 eV

Positions of all 37 atoms, in Å:
1 N 0.52454 9.99582 -5.67906
2 C 0.41354 10.56093 -6.93573
3 C 0.44450 9.77851 -8.07152
4 C 0.57326 8.39796 -7.93529
5 C 0.71171 7.82253 -6.67416
6 C 0.71360 8.69108 -5.54917
7 H 0.16943 11.60829 -7.03500
8 H 0.25993 10.33345 -8.97947
9 H 0.32000 7.70356 -8.72274
10 H 0.88356 6.76696 -6.52366
11 H 1.16861 8.48850 -4.59087
12 N -2.31903 22.96807 -4.07762
13 C -1.03129 22.81730 -3.63290
14 C -0.09647 23.81692 -3.72224
15 C -0.44836 24.98229 -4.40068
16 C -1.76683 25.21146 -4.78520
17 C -2.68924 24.16766 -4.65025
18 H -0.84602 21.83039 -3.23530
19 H 0.87945 23.54671 -3.34679
20 H 0.31375 25.74186 -4.49363
21 H -2.08162 26.15491 -5.20615
22 H -3.71215 24.33986 -4.95090
23 C -9.36187 19.13098 -2.62947
24 Cl -10.73302 19.87105 -1.71054
25 Cl -8.69308 20.44029 -3.61750
26 Cl -9.92259 17.69214 -3.51610
27 H -8.53986 18.76001 -2.01727
28 C -3.03436 23.73968 -10.70437
29 Cl -3.44517 23.11037 -12.35007
30 Cl -2.08032 25.20985 -10.85244
31 Cl -2.21280 22.59599 -9.69316
32 H -3.95173 23.91351 -10.14196
33 C -2.77661 17.39194 -5.84298
34 Cl -1.15494 17.00251 -5.28099
35 Cl -3.94990 17.08143 -4.52577
36 Cl -3.06362 16.46815 -7.31782
37 H -2.65090 18.43192 -6.14424


# 8
C3H4O4 | ωB97M-V/def2-TZVPD

LUMO = 0.5144 eV
ΔE to the lowest compared entry with this formula, charge and spin = 2.457 eV
Kohn-Sham gap = 10.7 eV

Positions of all 11 atoms, in Å:
1 C 0.37389 0.68003 -0.86007
2 C -0.15550 0.66116 1.16724
3 C -0.31030 -0.92845 -0.83990
4 O 0.32276 1.54951 0.30432
5 O 0.45727 -0.67935 1.16459
6 O -1.04522 0.84003 1.96731
7 O 0.25289 -1.83562 -1.39741
8 H 0.09446 -1.12619 1.95278
9 H -0.01268 1.25195 -1.70364
10 H 1.42221 0.42472 -1.01956
11 H -1.39978 -0.83779 -0.73566


# 9
C2HClI2NOP | ωB97M-V/def2-TZVPD

LUMO (spin up / spin down) = -2.9858 / -2.5035 eV
ΔE to the lowest compared entry with this formula, charge and spin = 1.583 eV
Kohn-Sham gap (spin up / spin down) = 6.6 / 6.8 eV

Positions of all 9 atoms, in Å:
1 C 1.85043 0.48109 -0.63434
2 C 1.19897 0.20715 0.56326
3 N 2.39610 0.70625 -1.62128
4 O -1.60354 -0.48248 -1.84506
5 P -1.33380 -0.46973 -0.42506
6 Cl 0.75952 1.47234 1.59409
7 I -2.11627 -2.53961 0.64054
8 I -2.49772 1.38584 0.70250
9 H 1.34633 -0.76085 1.02534